Record 1
{"formula": "C49H42N2O5P2Pb", "method": "ωB97M-V/def2-TZVPD", "symbols": ["Pb", "O", "C", "C", "C", "C", "C", "C", "C", "O", "N", "N", "C", "C", "C", "C", "C", "C", "C", "O", "H", "H", "H", "H", "H", "H", "H", "H", "H", "H", "C", "C", "C", "C", "C", "C", "C", "P", "C", "C", "C", "C", "C", "C", "C", "C", "C", "C", "C", "C", "C", "C", "H", "H", "H", "H", "H", "H", "H", "H", "H", "H", "H", "H", "H", "H", "H", "H", "H", "H", "H", "H", "O", "C", "O", "C", "P", "C", "C", "C", "C", "C", "C", "C", "C", "C", "C", "C", "C", "H", "H", "H", "H", "H", "H", "H", "H", "H", "H", "H", "H"], "xyz": [[-0.576279, -1.659405, -0.430981], [2.756806, -1.345630, 4.213223], [2.985528, -0.177529, 3.521874], [3.720992, 0.844697, 4.176533], [3.966129, 2.070370, 3.538396], [3.472230, 2.304537, 2.253425], [2.702052, 1.335465, 1.606888], [2.470081, 0.144061, 2.236128], [1.649842, -0.836430, 1.448878], [1.081934, -0.446066, 0.385504], [1.494058, -1.980232, 1.997126], [0.667311, -2.834592, 1.209218], [0.426393, -4.023491, 1.641127], [-0.442949, -5.026997, 1.056833], [-0.747421, -6.222355, 1.702579], [-1.686257, -7.114615, 1.187189], [-2.432420, -6.736832, 0.040240], [-2.132268, -5.566201, -0.628737], [-1.116235, -4.731536, -0.162431], [-0.797596, -3.742986, -0.981650], [2.193798, -1.883196, 3.629690], [4.236782, 0.673101, 5.133782], [4.569997, 2.814268, 4.086012], [3.608391, 3.277120, 1.765383], [2.210813, 1.561098, 0.651016], [0.820987, -4.274438, 2.595828], [-0.253519, -6.546307, 2.631083], [-1.950327, -7.930835, 1.858572], [-3.078850, -7.468822, -0.423440], [-2.658715, -5.343791, -1.562673], [-2.292026, 4.523056, 1.485438], [-1.034200, 4.491561, 0.667399], [-0.399728, 5.702564, 0.404934], [0.805441, 5.711253, -0.281338], [1.394902, 4.526260, -0.709308], [0.690588, 3.351007, -0.541883], [-0.497475, 3.315878, 0.142423], [-1.224722, 1.604995, 0.096241], [-3.051262, 1.917012, -0.265423], [-4.040291, 1.869828, 0.751486], [-5.434680, 2.057248, 0.389955], [-5.767110, 2.386541, -0.908860], [-4.705101, 2.546999, -1.866054], [-3.359698, 2.248717, -1.567379], [-2.328284, 2.343095, -2.627655], [-1.351891, 0.934516, 1.818583], [-0.864691, 1.558056, 2.966608], [-0.869352, 0.859903, 4.167723], [-1.445952, -0.391583, 4.256340], [-1.965232, -0.972809, 3.145010], [-1.893509, -0.388874, 1.928305], [-2.366146, -1.124007, 0.733368], [-2.487920, 5.483551, 1.901973], [-2.266210, 3.785897, 2.278942], [-3.176683, 4.370826, 0.908867], [-0.850981, 6.639237, 0.777068], [1.337921, 6.592651, -0.584557], [2.341487, 4.579518, -1.253817], [1.073657, 2.383033, -0.789977], [-3.834550, 1.792174, 1.803723], [-6.112577, 2.129489, 1.183587], [-6.721092, 2.617572, -1.264550], [-4.978996, 2.806009, -2.924383], [-2.677459, 2.843472, -3.537302], [-1.886444, 1.337714, -2.672949], [-1.548888, 2.997214, -2.215666], [-0.550502, 2.586556, 2.824934], [-0.514638, 1.251910, 5.088769], [-1.550121, -0.878893, 5.201349], [-2.508294, -1.947249, 3.189846], [-2.982266, -0.599816, 0.021634], [-2.835926, -2.045306, 1.009879], [-2.058476, -0.676535, -4.470599], [-1.467822, -1.244892, -3.567094], [-1.909746, -1.257734, -2.340791], [-0.099133, -1.807963, -3.821605], [1.038112, -1.360824, -2.407632], [1.535747, 0.285928, -2.820962], [0.798346, 1.007875, -3.735866], [1.151836, 2.357973, -4.080915], [2.198475, 2.923280, -3.344366], [2.975216, 2.210484, -2.465500], [2.607294, 0.913343, -2.186413], [2.506086, -2.416418, -2.018460], [3.787194, -1.929412, -1.929521], [4.854751, -2.662270, -1.344761], [4.646769, -3.994659, -1.051698], [3.385499, -4.541481, -1.247094], [2.326555, -3.778602, -1.747997], [0.254373, -1.463802, -4.804318], [-0.243905, -2.870694, -3.839181], [-0.099376, 0.661880, -4.158626], [0.538995, 2.990645, -4.800629], [2.318876, 3.982103, -3.447355], [3.660582, 2.660243, -1.853589], [3.075882, 0.431159, -1.333201], [4.049622, -0.863194, -2.133352], [5.748626, -2.127149, -1.059365], [5.443310, -4.549831, -0.665993], [3.219690, -5.568428, -1.037918], [1.326232, -4.240235, -1.795101]], "forces_ev_per_angstrom": [[-0.919, -0.093, -0.690], [0.493, 1.454, -0.618], [0.233, 0.855, 0.907], [0.452, -0.197, -0.446], [0.009, -0.529, 0.134], [-0.262, 0.650, -0.206], [0.563, 1.624, 0.404], [-0.456, -2.051, -0.151], [0.347, 1.433, 1.223], [0.394, 0.855, -0.797], [-1.017, -3.208, 0.200], [0.332, 0.264, 0.220], [-0.080, 0.428, 0.061], [-0.264, 1.132, -0.984], [-0.224, -1.025, 0.316], [-0.385, 1.169, 0.508], [1.213, -0.693, 0.344], [-0.619, -1.063, 0.044], [-0.005, 0.214, -0.724], [0.257, 0.034, 0.260], [-0.210, -0.355, -0.378], [-0.677, -0.175, -0.395], [-0.419, -0.352, -0.513], [0.074, -0.380, 0.256], [0.446, -0.327, 0.540], [0.676, -0.290, 0.866], [-0.068, 0.583, -0.380], [0.017, -0.224, -0.710], [-0.452, 0.157, 0.182], [0.388, 0.180, 0.385], [0.229, -0.269, -0.052], [-0.676, 0.502, 0.176], [0.155, 0.359, 0.178], [0.375, -0.398, -0.474], [-0.140, 0.397, -0.367], [0.805, -0.085, 0.470], [-0.834, -0.651, 0.543], [-1.188, 0.199, 0.648], [0.559, -0.200, 2.227], [-1.839, 0.460, -2.224], [3.089, 0.267, -0.213], [3.278, 0.217, -1.061], [-0.958, -0.724, -0.004], [-2.416, 0.720, -0.704], [0.837, 0.398, 0.876], [-0.152, -0.529, -0.233], [-0.232, -0.230, -0.833], [-0.275, 0.011, 0.071], [0.208, 0.563, 0.458], [-1.215, -2.362, 0.252], [0.318, 1.929, -1.685], [0.451, 0.177, 0.216], [0.374, 0.877, 0.607], [-0.128, -0.127, 0.133], [-0.554, -0.609, -0.682], [0.321, -0.587, -0.278], [-0.127, 0.650, 0.362], [-0.330, -0.150, 0.339], [0.327, -0.150, -0.686], [0.401, -0.323, 0.115], [-1.163, -0.247, 0.914], [-1.547, 0.167, -0.071], [0.335, -0.196, 1.181], [-0.002, -0.784, 0.000], [-0.104, 0.296, -0.919], [0.177, -0.043, -0.315], [0.406, -0.104, 0.530], [0.447, 0.727, 0.432], [0.151, -0.192, 0.485], [0.649, 0.721, 0.201], [-0.081, 0.244, -0.205], [-0.216, -0.661, 0.038], [0.153, -0.394, -0.612], [-1.483, 1.769, 1.615], [0.575, -0.412, -0.551], [1.285, -0.242, 0.058], [-0.320, -1.109, -0.494], [0.469, 0.650, 0.177], [0.596, 2.514, -0.947], [-0.364, -0.822, 0.883], [-0.805, 0.539, -1.608], [-2.079, -1.492, -0.748], [0.345, -0.221, 0.829], [-0.474, -0.413, -1.094], [2.073, 1.731, 1.001], [-1.532, 0.366, -0.629], [-0.832, 1.066, -0.323], [-0.298, 0.701, -0.812], [-0.474, -0.535, 0.819], [0.091, -0.176, 0.449], [0.249, -0.804, 0.031], [-0.857, -0.734, -0.625], [0.834, -1.123, 1.129], [0.449, 0.442, -0.177], [1.844, 1.161, 1.214], [-0.070, 0.093, -0.235], [-0.488, -1.314, -0.081], [0.237, -0.176, -0.347], [0.941, -0.974, 0.669], [-0.169, -0.757, 0.193], [0.552, 0.335, -0.083]], "orbital_gap_ev": 7.334, "e_lumo_ev": -0.578}


Record 2
{"formula": "C49H43AsN2O7S5Ti", "method": "ωB97M-V/def2-TZVPD", "symbols": ["Ti", "S", "C", "N", "C", "C", "N", "C", "C", "C", "C", "C", "C", "C", "C", "S", "C", "C", "C", "C", "C", "C", "C", "H", "H", "H", "H", "H", "H", "H", "H", "H", "H", "H", "H", "H", "H", "H", "H", "H", "H", "O", "S", "O", "O", "C", "C", "C", "C", "C", "C", "S", "O", "O", "O", "H", "H", "H", "H", "C", "C", "C", "C", "C", "C", "As", "C", "C", "C", "C", "C", "C", "C", "C", "C", "C", "C", "C", "H", "H", "H", "H", "H", "H", "H", "H", "H", "H", "H", "H", "H", "C", "S", "O", "C", "C", "C", "C", "C", "C", "H", "H", "H", "H", "H", "H", "H", "H"], "xyz": [[0.292135, -0.149856, 0.304321], [-1.362095, 1.318103, 1.351958], [-1.784099, 0.574631, 2.850900], [-2.200451, 1.350529, 3.894659], [-2.533411, 0.712327, 5.146649], [-3.247261, -0.595314, 4.859263], [-2.361448, -1.423900, 4.071824], [-2.528909, -2.866065, 4.183298], [-3.771856, -3.376525, 3.478242], [-3.713179, -3.792758, 2.150363], [-4.853736, -4.239899, 1.501435], [-6.067411, -4.280804, 2.171765], [-6.135390, -3.869056, 3.493447], [-4.994677, -3.417058, 4.140160], [-1.752215, -0.834165, 2.986033], [-0.921270, -1.790237, 1.829618], [-2.340726, 2.794485, 3.823889], [-3.799918, 3.179182, 3.895600], [-4.335667, 3.815873, 5.007471], [-5.692816, 4.105168, 5.066739], [-6.524210, 3.748460, 4.017491], [-5.995977, 3.104865, 2.905749], [-4.643181, 2.817633, 2.847578], [-3.177302, 1.381480, 5.717668], [-1.624701, 0.506175, 5.725516], [-4.186748, -0.387454, 4.329296], [-3.475430, -1.112503, 5.792408], [-2.584787, -3.104711, 5.248387], [-1.642506, -3.327648, 3.751607], [-2.764858, -3.753492, 1.635954], [-4.793621, -4.562031, 0.469471], [-6.956650, -4.633690, 1.666259], [-7.079173, -3.902257, 4.022049], [-5.057786, -3.103339, 5.175769], [-1.909319, 3.119398, 2.879508], [-1.782490, 3.244169, 4.650982], [-3.689739, 4.100321, 5.830085], [-6.101285, 4.602293, 5.936850], [-7.581171, 3.974700, 4.063270], [-6.643163, 2.824868, 2.084889], [-4.217331, 2.313675, 1.988134], [1.682404, -1.531007, 0.494332], [2.377563, -0.873830, 1.634371], [2.884593, -1.785742, 2.612143], [1.409190, 0.102353, 2.154422], [3.782432, -0.076068, 0.874369], [5.037634, -0.438996, 1.340379], [6.184393, 0.029486, 0.720347], [6.086911, 0.852458, -0.397153], [4.838282, 1.211754, -0.874186], [3.688580, 0.749535, -0.251458], [2.137420, 1.179320, -0.985654], [2.344869, 2.252938, -1.913972], [1.227827, 1.534353, 0.129145], [1.593520, -0.035920, -1.603298], [5.084952, -1.106195, 2.189584], [7.156460, -0.254340, 1.099412], [6.982036, 1.199794, -0.894214], [4.709766, 1.856433, -1.732742], [-3.054445, 5.345560, -4.173830], [-3.331345, 4.998594, -2.859884], [-2.667195, 3.937477, -2.266992], [-1.726622, 3.198802, -2.982837], [-1.419014, 3.585814, -4.282163], [-2.084239, 4.649230, -4.876364], [-0.879513, 1.618707, -2.041696], [-2.605116, 0.660531, -2.164677], [-3.589204, 0.606345, -1.189969], [-4.701802, -0.204801, -1.365010], [-4.838558, -0.954440, -2.524518], [-3.869599, -0.897506, -3.512799], [-2.740705, -0.102604, -3.333766], [-1.600180, -0.011048, -4.251559], [-1.474395, -0.671994, -5.467927], [-0.299883, -0.564531, -6.197020], [0.758402, 0.192539, -5.715054], [0.637099, 0.865839, -4.505409], [-0.535051, 0.765177, -3.772471], [-3.583311, 6.162860, -4.645665], [-4.071376, 5.555694, -2.300424], [-2.878032, 3.655715, -1.239665], [-0.664885, 3.049456, -4.842195], [-1.846423, 4.925289, -5.895470], [-3.475531, 1.185736, -0.284284], [-5.456508, -0.261731, -0.591434], [-5.702738, -1.593855, -2.649789], [-3.992765, -1.475847, -4.420742], [-2.286714, -1.277646, -5.849872], [-0.205845, -1.078487, -7.144710], [1.676649, 0.258671, -6.285206], [1.457193, 1.452684, -4.110709], [-1.453494, -3.329319, -1.890699], [-0.285910, -1.958506, -2.163848], [-0.665153, -1.126108, -0.888445], [1.249310, -2.843675, -2.031601], [2.231669, -2.442473, -2.934875], [3.510617, -2.956185, -2.830489], [3.806622, -3.886963, -1.842663], [2.818041, -4.302366, -0.961132], [1.541626, -3.779590, -1.045405], [-0.947868, -4.218906, -1.533487], [-1.939522, -3.525998, -2.843691], [-2.182026, -2.973129, -1.165993], [1.980326, -1.711361, -3.692407], [4.286356, -2.618445, -3.504809], [4.809693, -4.280631, -1.751576], [3.044110, -5.025933, -0.190377], [0.793153, -4.062739, -0.317172]], "forces_ev_per_angstrom": [[-3.264, 0.487, 3.505], [0.849, -0.710, -0.035], [0.203, -1.484, -0.683], [-0.335, 0.747, 0.673], [0.133, 0.027, -0.196], [0.091, 0.016, -0.124], [-0.051, -0.340, 0.629], [-0.091, 0.326, -0.290], [0.063, -0.039, 0.061], [-0.100, -0.025, 0.101], [0.031, -0.002, -0.009], [-0.046, 0.006, -0.042], [-0.054, 0.027, 0.012], [0.011, -0.030, -0.023], [0.138, 1.177, -0.492], [0.015, 0.506, -0.315], [-0.211, -0.374, 0.086], [0.088, 0.057, 0.045], [0.003, 0.064, -0.095], [-0.069, -0.020, 0.010], [-0.027, 0.054, 0.052], [0.018, -0.066, -0.066], [-0.024, 0.092, 0.047], [-0.022, -0.014, 0.030], [-0.031, 0.009, 0.106], [-0.057, -0.001, 0.060], [-0.021, -0.042, -0.008], [0.044, -0.051, -0.020], [0.019, -0.110, 0.118], [0.047, -0.020, -0.064], [-0.010, -0.013, -0.022], [-0.019, -0.010, -0.005], [-0.012, 0.003, 0.015], [0.030, -0.003, 0.029], [0.066, 0.138, 0.130], [0.007, 0.117, -0.035], [0.048, -0.017, -0.001], [-0.007, 0.017, 0.012], [-0.022, -0.007, -0.003], [-0.015, 0.001, -0.024], [-0.034, -0.050, -0.048], [0.925, -0.649, -0.109], [0.540, -0.747, 2.154], [0.310, 0.143, -0.348], [0.742, -0.036, -0.165], [0.089, -0.053, -0.290], [-0.221, -0.017, 0.220], [0.040, 0.224, -0.318], [0.077, -0.237, 0.327], [-0.350, 0.117, -0.120], [0.112, -0.139, 0.191], [0.976, 1.481, -1.427], [0.326, -0.124, 0.213], [1.351, 1.416, -0.309], [0.094, 0.132, 0.469], [0.059, 0.016, 0.019], [-0.001, -0.029, 0.017], [-0.013, 0.058, -0.006], [0.130, 0.016, -0.030], [0.068, 0.038, -0.044], [-0.100, 0.018, 0.053], [0.148, -0.231, 0.071], [0.346, 0.119, 0.554], [0.116, -0.193, 0.096], [-0.050, -0.001, 0.010], [-2.055, 0.638, -1.936], [0.047, -0.269, 0.160], [0.021, 0.159, -0.030], [0.021, 0.043, 0.009], [-0.077, -0.076, 0.013], [0.054, 0.007, -0.079], [-0.102, 0.138, 0.238], [0.256, 0.173, -0.031], [-0.062, 0.031, 0.001], [0.014, -0.064, -0.013], [0.058, 0.069, -0.042], [0.020, -0.038, 0.184], [0.229, -0.180, -0.061], [-0.008, 0.032, 0.013], [-0.016, -0.010, 0.039], [-0.107, 0.111, -0.013], [-0.039, 0.034, -0.052], [0.009, 0.009, -0.016], [-0.044, -0.059, 0.060], [-0.008, 0.010, 0.016], [-0.026, 0.008, -0.045], [0.012, -0.029, 0.004], [-0.028, 0.003, -0.004], [-0.003, -0.024, -0.010], [0.004, 0.035, -0.001], [0.064, -0.003, -0.060], [0.031, 0.206, -0.333], [-0.775, -1.084, 0.008], [-0.604, -1.810, -2.456], [0.423, 0.067, 0.113], [-0.305, 0.065, 0.033], [0.166, -0.124, -0.006], [-0.123, 0.127, -0.036], [-0.001, -0.150, 0.026], [-0.232, 0.062, -0.047], [0.022, 0.012, 0.023], [-0.019, -0.052, -0.025], [0.003, 0.104, -0.019], [0.057, 0.086, 0.000], [-0.036, -0.025, -0.059], [0.024, -0.016, -0.010], [0.019, 0.011, 0.037], [0.016, 0.009, 0.058]], "orbital_gap_ev": [4.684, 4.683], "e_lumo_ev": [-0.465, -0.466]}


We obtain E values of -3253.63775, -7605.44884 Ha for the records listed above, in that order.
We obtain ΔE to the lowest compared entry with this formula, charge and spin values of 27.00, 30.29 kcal/mol for the records listed above, in that order.